[1]
{"formula": "C28H82N6O10", "method": "ωB97M-V/def2-TZVPD", "symbols": ["C", "O", "C", "C", "C", "N", "H", "H", "H", "H", "H", "H", "H", "H", "H", "H", "H", "C", "O", "C", "C", "C", "N", "H", "H", "H", "H", "H", "H", "H", "H", "H", "H", "H", "C", "O", "C", "C", "C", "N", "H", "H", "H", "H", "H", "H", "H", "H", "H", "H", "H", "C", "O", "C", "C", "C", "N", "H", "H", "H", "H", "H", "H", "H", "H", "H", "H", "H", "C", "O", "C", "C", "C", "N", "H", "H", "H", "H", "H", "H", "H", "H", "H", "H", "H", "C", "O", "C", "C", "C", "N", "H", "H", "H", "H", "H", "H", "H", "H", "H", "H", "H", "C", "O", "H", "H", "H", "H", "C", "O", "H", "H", "H", "H", "C", "O", "H", "H", "H", "H", "C", "O", "H", "H", "H", "H"], "xyz": [[4.212, -4.789, 1.287], [4.216, -4.059, 2.511], [4.645, -2.734, 2.335], [4.788, -2.134, 3.746], [3.427, -2.151, 4.416], [5.338, -0.767, 3.734], [3.778, -4.175, 0.517], [3.624, -5.699, 1.369], [5.204, -5.082, 0.950], [5.627, -2.623, 1.748], [3.897, -2.142, 1.773], [5.486, -2.842, 4.300], [2.772, -1.517, 3.784], [3.562, -1.594, 5.347], [3.091, -3.143, 4.595], [5.147, -0.316, 4.623], [6.366, -0.679, 3.583], [-1.068, -2.101, 2.386], [-0.625, -3.173, 1.600], [-0.512, -4.373, 2.336], [0.322, -5.341, 1.573], [-0.374, -5.721, 0.240], [0.622, -6.475, 2.483], [-1.075, -1.180, 1.781], [-0.309, -1.896, 3.174], [-2.023, -2.189, 2.891], [0.041, -4.084, 3.261], [-1.421, -4.801, 2.634], [1.275, -4.901, 1.239], [-1.323, -6.298, 0.344], [0.307, -6.313, -0.381], [-0.581, -4.805, -0.252], [0.931, -6.259, 3.410], [1.321, -7.133, 2.135], [-1.988, 1.480, 3.487], [-3.130, 2.146, 4.060], [-3.580, 3.317, 3.359], [-4.955, 3.562, 4.051], [-5.733, 4.701, 3.388], [-4.734, 3.942, 5.449], [-1.994, 0.434, 3.845], [-1.062, 1.983, 3.737], [-2.017, 1.396, 2.418], [-2.912, 4.170, 3.517], [-3.667, 3.062, 2.332], [-5.473, 2.609, 3.949], [-6.630, 4.965, 3.972], [-6.061, 4.530, 2.321], [-5.076, 5.568, 3.354], [-4.234, 4.801, 5.527], [-4.336, 3.170, 5.983], [2.937, -4.731, -2.598], [1.945, -3.750, -2.371], [0.877, -3.871, -3.307], [0.679, -2.576, -4.065], [-0.502, -2.623, -5.088], [1.933, -2.231, -4.713], [2.501, -5.711, -2.738], [3.766, -4.669, -1.879], [3.388, -4.466, -3.547], [1.095, -4.690, -4.027], [-0.090, -4.038, -2.841], [0.510, -1.712, -3.388], [-1.418, -2.743, -4.514], [-0.381, -3.477, -5.737], [-0.535, -1.709, -5.673], [2.718, -2.507, -4.110], [2.169, -2.762, -5.576], [1.684, 1.097, -3.967], [1.259, 2.340, -3.437], [1.896, 2.613, -2.193], [1.116, 3.746, -1.559], [1.659, 4.181, -0.207], [-0.270, 3.149, -1.359], [2.697, 1.098, -4.312], [1.083, 0.948, -4.861], [1.575, 0.308, -3.206], [1.839, 1.718, -1.548], [2.999, 2.782, -2.297], [1.008, 4.631, -2.259], [1.547, 3.355, 0.519], [1.113, 5.024, 0.080], [2.658, 4.598, -0.299], [-0.611, 3.004, -2.325], [-0.933, 3.750, -0.956], [-6.321, 4.897, -3.686], [-6.522, 4.699, -2.289], [-5.425, 5.279, -1.499], [-4.120, 4.542, -1.625], [-4.387, 3.078, -1.272], [-3.000, 5.058, -0.794], [-5.742, 5.799, -3.910], [-7.357, 4.834, -4.060], [-5.827, 4.052, -4.140], [-5.334, 6.323, -1.772], [-5.791, 5.267, -0.495], [-3.729, 4.590, -2.664], [-4.495, 2.878, -0.190], [-3.609, 2.321, -1.570], [-5.225, 2.739, -1.865], [-3.206, 5.000, 0.170], [-2.912, 6.039, -1.053], [-2.149, -0.723, -2.592], [-2.886, 0.204, -3.350], [-1.924, -0.327, -1.594], [-2.747, -1.661, -2.449], [-1.239, -0.975, -3.156], [-3.197, 0.991, -2.905], [3.809, -1.146, -1.585], [3.298, -2.084, -0.591], [3.361, -1.163, -2.572], [3.738, -0.152, -1.165], [4.909, -1.426, -1.711], [2.543, -2.574, -1.057], [4.193, 1.876, 1.795], [4.617, 1.909, 3.137], [3.178, 1.386, 1.752], [4.168, 2.801, 1.254], [4.741, 1.175, 1.116], [4.571, 1.015, 3.485], [0.744, -0.038, -0.088], [-0.554, 0.519, -0.010], [0.908, -0.430, -1.115], [1.633, 0.583, 0.188], [0.735, -0.983, 0.513], [-0.463, 1.399, -0.451]], "atomic_forces_ev_per_a": [[-0.16, 0.22, 0.15], [0.31, -0.71, -0.48], [0.87, 1.37, -0.32], [1.34, -1.37, 0.12], [0.80, 2.16, -0.26], [0.48, 0.09, -0.20], [-0.27, 0.28, -0.47], [-0.13, 0.01, 0.43], [0.43, 0.09, 0.19], [-1.07, -0.49, 0.74], [0.22, -0.27, 0.09], [-0.74, 0.69, -0.43], [-0.12, -0.69, 0.33], [-0.36, -0.29, 0.31], [-0.51, -0.62, 0.00], [0.17, -0.28, 0.16], [-1.29, -0.45, 0.05], [1.31, 1.39, 0.33], [-0.91, -0.19, -0.37], [2.41, 1.77, 0.75], [0.82, -1.25, -0.52], [0.05, -1.47, 1.05], [-0.41, -0.92, -1.01], [-0.21, -0.51, -0.06], [-0.31, -0.18, -0.10], [-0.45, -0.54, -0.13], [-0.24, -0.42, -0.15], [-1.70, -0.55, 0.21], [-0.28, 0.52, 0.30], [0.67, 0.41, 0.22], [-0.09, 0.04, 0.02], [-0.22, 0.85, -0.62], [-0.01, 0.79, 0.32], [-0.41, 0.36, -0.30], [-0.71, -0.27, 0.71], [0.96, -0.22, -0.71], [-0.70, -0.92, 1.95], [0.91, 0.99, -0.62], [-0.48, -0.07, -0.84], [-1.23, -1.44, -0.15], [0.10, 0.63, 0.20], [0.28, 0.08, 0.30], [-0.34, 0.22, -0.83], [0.09, 0.02, -0.09], [-0.14, -0.02, -1.28], [-0.20, 0.09, 0.44], [0.42, -0.16, -0.19], [0.41, -0.19, 1.06], [-0.03, 0.32, 0.07], [0.52, 0.30, 0.14], [0.18, 0.61, -0.24], [0.69, 0.63, -0.65], [-0.59, -0.27, 0.40], [-0.92, 0.26, -0.44], [0.38, 0.58, -1.01], [1.00, -0.12, 1.40], [1.76, -0.21, -1.24], [0.01, -0.41, 0.51], [-0.75, -0.12, 0.23], [0.42, -0.23, -0.54], [-0.20, 0.44, 0.36], [0.06, -0.67, 0.71], [-0.11, -0.78, 0.07], [-0.21, 0.04, -0.21], [0.02, -0.29, -0.36], [-0.03, 0.06, 0.03], [-0.51, 0.47, 0.01], [-0.91, 0.43, 0.62], [-0.94, 0.18, -0.02], [0.82, -0.13, 0.34], [0.41, -0.11, -0.21], [-1.38, 0.05, 0.06], [0.35, -1.00, -0.87], [1.56, -0.95, -1.80], [0.99, 0.21, 0.01], [-0.21, -0.45, 0.20], [-0.18, 0.02, -0.41], [-0.21, 0.33, -0.11], [-0.69, 0.38, -0.23], [0.52, -0.92, 0.61], [0.36, 0.53, -0.20], [-1.25, 1.15, 0.91], [0.48, -0.54, 0.10], [0.12, -0.21, 0.75], [-0.82, 1.43, 0.79], [-1.21, -0.68, 0.47], [1.77, 0.93, 0.63], [-1.40, -0.15, -1.03], [1.28, -1.45, 0.06], [1.09, -1.33, -0.40], [-0.50, 0.43, -1.91], [-0.49, 0.13, -0.07], [0.57, 0.74, -0.39], [0.58, -0.41, -0.10], [0.18, 0.43, -0.25], [-0.14, -0.21, 0.87], [-0.45, 0.00, 0.41], [-0.44, 0.40, -0.44], [-0.02, 1.21, 0.24], [-0.67, -0.03, 0.41], [-0.40, 0.00, 1.23], [0.33, -0.01, 0.40], [-0.42, -0.37, 0.72], [-0.39, 0.07, -1.31], [0.30, -0.24, -0.30], [0.41, 0.59, -0.17], [-0.32, 0.23, 0.45], [0.24, -0.21, 0.58], [1.91, -1.28, 1.16], [-1.54, -0.16, -2.10], [-0.48, -0.25, 0.01], [0.04, 0.37, -0.03], [-1.25, 0.65, 0.01], [1.33, 0.78, 0.95], [-1.27, -2.76, -0.67], [0.25, 1.27, -0.44], [0.43, 0.86, -0.03], [0.06, 0.86, 0.52], [0.41, 0.38, 0.73], [0.11, -0.38, -0.45], [0.14, -2.05, -0.18], [0.83, 1.05, 0.14], [0.18, 0.36, 0.19], [-0.98, -0.17, 0.07], [0.22, 0.94, -0.16], [-0.37, -0.10, 0.14]], "lowdin_charge": [-0.10, -0.18, -0.23, -0.43, -0.05, 0.03, 0.05, 0.08, 0.09, 0.15, 0.11, 0.15, 0.09, 0.08, 0.07, 0.07, 0.11, -0.13, -0.18, -0.22, -0.41, -0.04, 0.04, 0.07, 0.09, 0.09, 0.13, 0.12, 0.12, 0.09, 0.07, 0.05, 0.05, 0.07, -0.08, -0.21, -0.19, -0.42, -0.08, 0.04, 0.09, 0.08, 0.06, 0.13, 0.09, 0.14, 0.08, 0.08, 0.07, 0.06, 0.08, -0.08, -0.23, -0.18, -0.43, -0.03, 0.04, 0.09, 0.10, 0.08, 0.14, 0.12, 0.10, 0.07, 0.07, 0.08, 0.05, 0.10, -0.10, -0.19, -0.22, -0.38, -0.06, 0.05, 0.08, 0.09, 0.06, 0.09, 0.14, 0.15, 0.09, 0.05, 0.08, 0.09, 0.02, -0.11, -0.20, -0.19, -0.42, -0.04, 0.05, 0.09, 0.10, 0.07, 0.12, 0.11, 0.14, 0.08, 0.07, 0.07, 0.05, 0.08, -0.15, -0.12, 0.07, 0.09, 0.04, 0.03, -0.12, -0.18, 0.04, 0.05, 0.10, 0.07, -0.19, -0.13, 0.07, 0.06, 0.08, 0.01, -0.17, -0.17, 0.06, 0.07, 0.08, 0.04], "e_homo_ev": -8.90, "de_lowest_ev": 2.397, "smiles": "COC[C@H](C)N.COC[C@H](C)N.COC[C@H](C)N.COC[C@H](C)N.COC[C@H](C)N.COC[C@H](C)N.CO.CO.CO.CO", "lumo_energy_ev": 0.61}

=====

[2]
{"formula": "C28H82O13", "method": "ωB97M-V/def2-TZVPD", "symbols": ["C", "C", "C", "O", "H", "H", "H", "H", "H", "H", "H", "H", "C", "C", "C", "O", "H", "H", "H", "H", "H", "H", "H", "H", "C", "C", "O", "H", "H", "H", "H", "H", "H", "C", "C", "O", "H", "H", "H", "H", "H", "H", "C", "C", "O", "H", "H", "H", "H", "H", "H", "C", "C", "O", "H", "H", "H", "H", "H", "H", "C", "C", "O", "H", "H", "H", "H", "H", "H", "C", "C", "O", "H", "H", "H", "H", "H", "H", "C", "C", "O", "H", "H", "H", "H", "H", "H", "C", "C", "O", "H", "H", "H", "H", "H", "H", "C", "C", "O", "H", "H", "H", "H", "H", "H", "C", "C", "O", "H", "H", "H", "H", "H", "H", "C", "C", "O", "H", "H", "H", "H", "H", "H"], "xyz": [[12.638, -19.160, -11.385], [11.877, -18.600, -12.572], [12.658, -18.449, -13.889], [10.737, -19.450, -12.952], [13.438, -18.462, -11.106], [13.173, -20.091, -11.597], [12.031, -19.189, -10.487], [11.422, -17.636, -12.365], [11.991, -17.949, -14.623], [12.881, -19.401, -14.372], [13.575, -17.851, -13.690], [11.105, -20.344, -12.999], [7.039, -15.573, -6.928], [6.198, -15.416, -8.167], [4.658, -15.468, -7.859], [6.447, -14.234, -8.812], [6.684, -16.414, -6.331], [6.903, -14.662, -6.311], [8.176, -15.686, -7.018], [6.432, -16.282, -8.862], [4.311, -14.590, -7.314], [4.325, -16.436, -7.414], [4.128, -15.364, -8.874], [7.351, -13.885, -8.622], [14.322, -11.545, -8.783], [13.330, -11.061, -9.844], [12.655, -12.292, -10.276], [14.846, -12.409, -9.208], [13.808, -11.898, -7.902], [15.021, -10.755, -8.571], [13.894, -10.703, -10.721], [12.646, -10.298, -9.539], [11.915, -12.081, -10.896], [12.778, -15.026, -5.836], [11.518, -15.127, -6.636], [10.512, -14.191, -6.198], [13.526, -15.711, -6.235], [12.615, -15.422, -4.810], [13.207, -14.055, -5.712], [11.132, -16.171, -6.571], [11.777, -14.934, -7.721], [10.583, -14.001, -5.257], [8.474, -11.105, -9.413], [9.552, -11.861, -8.589], [8.899, -13.008, -8.195], [7.623, -10.800, -8.752], [7.934, -11.577, -10.222], [8.997, -10.220, -9.773], [9.898, -11.264, -7.715], [10.365, -12.103, -9.218], [9.429, -13.414, -7.475], [8.197, -18.930, -5.735], [8.412, -19.018, -7.245], [9.777, -18.767, -7.566], [8.840, -19.499, -5.090], [7.172, -19.203, -5.505], [8.386, -17.907, -5.331], [7.718, -18.288, -7.704], [8.092, -20.040, -7.541], [9.755, -18.468, -8.493], [12.933, -20.408, -6.316], [13.436, -19.184, -7.037], [12.448, -18.120, -6.854], [13.441, -21.271, -6.723], [11.859, -20.450, -6.437], [13.029, -20.289, -5.231], [13.641, -19.498, -8.089], [14.396, -18.850, -6.735], [11.545, -18.503, -6.926], [11.164, -13.671, -13.745], [9.921, -12.937, -13.280], [10.333, -12.057, -12.242], [11.982, -12.993, -13.894], [11.061, -14.234, -14.668], [11.461, -14.402, -12.994], [9.165, -13.646, -12.998], [9.496, -12.279, -14.012], [9.663, -11.880, -11.536], [5.887, -19.402, -10.655], [7.032, -19.586, -11.563], [7.761, -18.398, -11.841], [5.227, -18.703, -11.038], [6.143, -18.936, -9.683], [5.519, -20.394, -10.534], [6.567, -19.970, -12.476], [7.724, -20.351, -11.108], [8.020, -18.368, -12.734], [4.931, -14.904, -13.034], [6.148, -14.805, -12.149], [6.491, -13.454, -11.729], [4.711, -15.977, -13.157], [5.080, -14.380, -14.018], [4.139, -14.402, -12.580], [6.989, -15.206, -12.738], [6.047, -15.489, -11.306], [6.024, -13.258, -10.943], [8.967, -16.645, -15.094], [8.708, -17.998, -15.746], [8.527, -19.011, -14.784], [9.031, -15.807, -15.812], [9.915, -16.595, -14.507], [8.196, -16.442, -14.400], [9.527, -18.262, -16.382], [7.764, -18.025, -16.336], [9.401, -19.266, -14.423], [13.987, -16.113, -9.494], [14.456, -15.760, -10.970], [13.524, -14.913, -11.663], [14.726, -16.766, -9.041], [13.011, -16.573, -9.442], [13.956, -15.194, -8.931], [14.623, -16.610, -11.692], [15.421, -15.223, -10.923], [13.383, -14.124, -11.100], [9.976, -15.330, -10.831], [9.269, -16.290, -9.870], [9.789, -17.624, -10.009], [9.495, -15.272, -11.828], [11.004, -15.627, -10.827], [9.944, -14.268, -10.468], [8.211, -16.132, -10.143], [9.338, -15.992, -8.822], [9.257, -18.080, -10.700]], "atomic_forces_ev_per_a": [[0.64, 0.87, -0.02], [-0.48, -0.71, -1.55], [0.07, 0.86, 0.35], [0.35, -0.12, 0.70], [-0.09, 0.06, -0.25], [-0.45, -0.18, -0.03], [-0.33, -0.44, -0.04], [0.02, 0.05, 0.43], [0.54, 0.09, 0.50], [0.36, -0.19, 0.39], [-0.48, -0.36, -0.53], [-0.23, 0.07, 0.00], [1.17, 0.46, 1.31], [-0.80, -1.94, 0.03], [-0.02, -0.33, -2.01], [0.67, 1.66, -0.78], [0.04, -0.08, 0.00], [-0.01, -0.38, -0.16], [-1.60, 0.08, -0.43], [-0.32, 0.55, 0.55], [0.26, -0.19, 0.42], [0.33, 0.81, -0.14], [0.71, -0.32, 1.32], [-0.56, -0.23, -0.11], [-0.58, 0.03, -0.97], [0.97, -2.24, -1.09], [-0.66, 1.00, -0.12], [0.09, 0.26, 0.06], [-0.14, 0.10, 0.41], [0.36, 0.20, 0.38], [-0.14, 0.19, 0.31], [-0.58, 0.37, 0.45], [0.68, -0.20, 0.29], [0.19, -1.43, 1.32], [0.07, -0.42, -0.89], [-0.05, 0.08, -0.55], [0.01, 0.10, -0.22], [-0.09, 0.25, -0.38], [0.11, 0.84, -0.32], [0.16, 0.83, -0.09], [-0.73, 0.08, 1.08], [0.19, -0.24, -0.08], [0.29, 1.43, 1.52], [-2.20, 1.26, -0.71], [0.15, -1.92, 1.63], [0.89, 0.01, -0.22], [0.59, -0.85, -0.40], [-0.45, 0.40, -0.29], [-0.22, -0.15, -0.59], [1.32, -0.17, -0.63], [-0.33, -0.19, -0.22], [0.03, 1.48, 0.29], [-0.16, -0.47, 1.21], [-0.84, -0.14, 0.04], [0.49, -0.94, -0.23], [-0.22, 0.01, 0.09], [-0.39, -0.37, -0.63], [0.47, -0.22, -0.13], [0.29, 0.45, -0.24], [0.49, 0.24, -0.30], [0.22, 0.59, 0.74], [-1.93, -0.05, -0.83], [1.05, -0.70, -0.48], [-0.08, -0.55, 0.33], [-0.28, -0.45, -0.55], [0.46, -0.30, -0.13], [-0.76, 0.64, 0.13], [0.72, 0.63, 0.88], [0.57, 0.16, -0.17], [-0.22, -0.43, 0.18], [0.55, 0.25, -0.32], [-0.13, 0.43, 2.02], [0.43, 0.47, 0.01], [-0.44, 0.05, -0.26], [0.13, 0.10, 0.15], [-0.49, -0.18, 0.50], [-0.25, 0.04, -0.93], [0.39, -0.52, -1.26], [1.39, 0.61, 1.96], [1.22, -0.81, -0.43], [-0.65, 0.31, 2.23], [-1.82, 0.94, -1.13], [0.26, -0.64, -0.16], [-0.96, -0.51, 0.42], [0.62, -0.19, -0.24], [-0.47, 0.53, -0.69], [0.55, -0.26, -2.08], [1.24, -0.08, -1.29], [0.89, 0.36, -0.25], [0.57, -1.33, -1.98], [-0.14, 0.45, -0.25], [0.02, -0.74, 0.78], [-1.69, 0.60, 0.87], [0.10, 0.39, 0.35], [-0.03, 0.25, 0.35], [-0.75, 0.04, 1.51], [1.24, 0.30, -0.47], [-0.80, 0.38, 0.06], [0.40, -0.55, 0.81], [-0.18, -0.44, 0.12], [-0.47, -0.40, -0.46], [-1.02, 0.36, 0.72], [0.54, -0.15, -0.73], [0.71, 0.40, 0.23], [-0.41, 0.24, 0.06], [0.80, 0.08, -1.94], [-0.29, 0.06, -0.03], [0.14, -0.01, 0.81], [0.07, -0.17, 0.18], [-0.26, -0.23, -0.17], [0.01, 0.43, 0.25], [-0.29, 0.46, 1.15], [-0.16, -0.29, 0.19], [-0.09, -0.20, -0.37], [-0.40, 1.06, 0.79], [-0.60, 1.04, -0.81], [-0.86, 0.06, -0.28], [0.50, -0.61, 0.44], [0.76, 0.04, -0.64], [-0.06, -0.88, -0.03], [0.02, -1.06, 0.32], [0.45, -0.08, -0.10], [0.10, 0.31, 0.18]], "lowdin_charge": [-0.04, -0.43, -0.04, -0.09, 0.06, 0.09, 0.07, 0.12, 0.07, 0.08, 0.08, 0.10, -0.07, -0.55, -0.04, -0.06, 0.07, 0.10, 0.09, 0.12, 0.07, 0.08, 0.09, 0.07, -0.07, -0.26, -0.14, 0.07, 0.06, 0.07, 0.11, 0.10, 0.06, -0.10, -0.29, -0.10, 0.07, 0.09, 0.06, 0.10, 0.12, 0.10, -0.07, -0.30, -0.11, 0.09, 0.05, 0.07, 0.13, 0.06, 0.06, -0.09, -0.29, -0.11, 0.06, 0.07, 0.08, 0.10, 0.12, 0.04, -0.09, -0.29, -0.12, 0.07, 0.06, 0.08, 0.10, 0.09, 0.04, -0.07, -0.29, -0.10, 0.07, 0.07, 0.05, 0.08, 0.11, 0.08, -0.09, -0.30, -0.07, 0.05, 0.08, 0.08, 0.12, 0.13, 0.03, -0.09, -0.30, -0.08, 0.08, 0.09, 0.04, 0.09, 0.09, 0.03, -0.07, -0.31, -0.10, 0.09, 0.07, 0.04, 0.10, 0.13, 0.06, -0.06, -0.27, -0.12, 0.07, 0.05, 0.05, 0.10, 0.10, 0.05, -0.05, -0.26, -0.10, 0.06, 0.05, 0.09, 0.10, 0.09, 0.07], "e_homo_ev": -9.56, "de_lowest_ev": 1.932, "lumo_energy_ev": 0.64}